16
Properties=species:S:1:pos:R:3:forces:R:3 method="wB97M-V/def2-TZVPD" s2=0.7537 orbital_gap_ev="8.56 / 4.81" de_lowest_kj_mol=246.9 e_tot_ev=-8857.8922 total_charge=+1 spin_multiplicity=2 largest_force_ev_per_a=3.9 e_homo_ev="-13.82 / -13.80"
C 0.422480 -0.928585 -0.370119 -1.127 1.865 -2.152
C -0.935905 -0.231049 -0.029164 -0.517 2.748 -0.139
C -1.048380 1.269777 -0.404595 0.191 -2.981 2.471
C -2.228445 1.971569 -0.656534 -2.897 1.911 0.260
C 1.402238 -0.927152 0.741590 1.542 1.493 0.341
N 2.701076 -1.282963 0.555935 0.228 0.029 -0.085
O 1.104056 -0.335321 1.757152 -0.615 0.236 0.770
H 0.792844 -0.498942 -1.379989 -0.145 -0.710 1.816
H 0.047359 -1.862478 -0.599556 -0.117 -2.481 -0.625
H -1.826730 -0.694718 -0.420732 -0.070 -0.726 -0.235
H -1.106982 -0.190337 1.122540 0.607 0.137 -1.165
H -0.191376 1.770457 -0.013137 0.713 0.983 -0.529
H -2.298449 3.145469 -0.620468 0.583 -2.455 -0.339
H -3.304235 1.503522 -0.695375 2.434 0.463 -0.141
H 3.087658 -1.915743 -0.118492 -0.361 -0.013 -0.382
H 3.382790 -0.793506 1.130947 -0.449 -0.499 0.135